[1]
A cluster of 2 separate species, C5H8N2 in total in a non-equilibrium geometry. Source: the OMol25 dataset; level of theory: ωB97M-V/def2-TZVPD.

Output
orbital gap (spin up / spin down): 8.18 / 8.18 eV
electronic energy: -8290.8852 eV
E_HOMO (spin up / spin down): -7.260 / -7.260 eV

Last column: Löwdin charge in e.
Atoms and positions in Å:
C1 -2.05 -0.42 -1.73  -0.13
C2 -0.39 -1.58 3.64  -0.09
C3 1.21 0.09 -0.23  -0.18
C4 -1.23 -0.12 -0.52  -0.12
C5 1.82 1.47 -0.34  -0.11
N1 -0.38 -0.52 3.19  0.06
N2 -0.02 -0.10 -0.57  -0.01
H1 -1.54 -1.24 -2.37  0.09
H2 -3.10 -0.68 -1.57  0.05
H3 -0.16 -2.46 4.21  0.05
H4 -2.06 0.52 -2.33  0.08
H5 1.74 -0.75 0.01  0.07
H6 2.42 1.90 0.53  0.07
H7 2.61 1.61 -1.27  0.11
H8 1.13 2.27 -0.62  0.05

[2]
A structure of composition C6H10INO2S in a non-equilibrium geometry. Source: the OMol25 dataset; level of theory: ωB97M-V/def2-TZVPD.

Output
orbital gap (spin up / spin down): 5.42 / 5.85 eV
electronic energy: -30896.8595 eV
E_HOMO (spin up / spin down): -5.058 / -9.205 eV
spin multiplicity: 3

Last column: Mulliken spin population.
Atoms and positions in Å:
C1 -1.06 -0.44 0.30  0.03
C2 -1.90 -0.16 1.27  0.05
C3 0.21 -1.09 0.68  -0.08
C4 0.45 2.19 -0.04  0.72
C5 -1.45 -0.31 -1.11  0.03
C6 1.80 -1.30 -1.05  0.51
N1 1.36 -0.61 -0.10  0.53
O1 2.93 1.36 -0.14  -0.01
O2 1.57 1.29 2.04  0.03
S1 1.74 1.47 0.62  0.07
I1 -3.87 0.55 0.91  0.00
H1 0.54 -0.91 1.70  0.02
H2 0.13 -2.16 0.36  0.02
H3 0.58 2.44 -1.03  0.01
H4 -0.49 2.34 0.55  0.01
H5 -1.64 -1.29 -1.40  -0.01
H6 -0.63 0.05 -1.82  -0.01
H7 -2.34 0.33 -1.07  0.00
H8 2.71 -1.10 -1.56  0.04
H9 1.16 -2.11 -1.36  0.03
H10 -1.78 -0.56 2.24  0.00

[3]
A cluster of 2 separate species, C2H4F4Si in total in a non-equilibrium geometry. Source: the OMol25 dataset; level of theory: ωB97M-V/def2-TZVPD.

Output
orbital gap: 10.51 eV
electronic energy: -20890.2799 eV
E_HOMO: -9.788 eV

Last column: Löwdin charge in e.
Atoms and positions in Å:
F1 3.74 0.87 1.43  -0.15
Si1 2.55 0.00 0.74  0.36
F2 1.23 0.87 0.98  -0.13
F3 2.69 0.11 -0.83  -0.08
H1 2.50 -1.09 1.60  0.01
C1 -2.25 -0.53 -1.22  0.03
C2 -1.92 0.31 -0.22  -0.24
F4 -1.89 -0.22 0.98  0.01
H2 -2.52 -1.49 -1.00  0.02
H3 -2.51 -0.21 -2.24  0.06
H4 -1.62 1.39 -0.22  0.12

[4]
The molecule C4H6N2S2 in a non-equilibrium geometry. Source: the OMol25 dataset; level of theory: ωB97M-V/def2-TZVPD.

Output
orbital gap: 7.88 eV
electronic energy: -28889.1649 eV
E_HOMO: -8.358 eV

Last column: Löwdin charge in e.
Atoms and positions in Å:
S1 -2.71 -0.62 -2.00  0.62
C1 -1.44 -1.55 -1.44  -0.63
N1 -0.51 -1.10 -0.46  -0.12
C2 0.94 -0.72 -0.85  -0.03
C3 -0.10 0.27 -0.46  -0.41
C4 -0.16 0.77 0.94  -0.16
N2 1.19 1.38 1.48  -0.39
S2 0.69 1.98 3.04  0.54
H1 -0.96 -2.49 -1.75  0.08
H2 1.78 -0.81 -0.18  0.09
H3 1.34 -1.04 -1.83  0.12
H4 -0.93 0.91 -1.22  0.15
H5 -1.33 0.78 1.41  0.17
H6 2.19 2.24 3.31  -0.05

[5]
A structure of composition C20H42AlNP3Se in a non-equilibrium geometry. Source: the OMol25 dataset; level of theory: ωB97M-V/def2-TZVPD.

Output
orbital gap (spin up / spin down): 4.05 / 3.93 eV
electronic energy: -122693.3187 eV
E_HOMO (spin up / spin down): -16.953 / -16.960 eV
charge: +3

Last column: Löwdin charge in e.
Atoms and positions in Å:
Al1 -0.19 -1.05 -0.99  -0.04
P1 0.18 1.82 0.89  0.75
P2 -2.43 -0.01 -0.71  0.72
P3 2.23 -0.69 -0.91  0.76
H1 -1.52 -3.60 -5.45  0.05
C1 -0.83 -4.23 -4.87  -0.06
C2 -0.58 -4.09 -3.55  -0.10
H2 -1.15 -3.44 -2.89  -0.01
C3 0.42 3.47 0.04  -0.30
C4 -1.10 2.35 2.12  -0.26
C5 1.62 1.99 2.04  -0.26
C6 -3.27 -0.77 -2.12  -0.23
C7 -3.36 -0.56 0.75  -0.22
C8 -2.91 1.74 -0.84  -0.24
C9 2.80 -1.67 -2.32  -0.22
C10 3.06 -1.37 0.54  -0.20
C11 3.04 0.93 -1.13  -0.24
H3 -0.46 -5.16 -5.39  0.09
H4 0.12 -4.79 -3.05  0.07
H5 0.53 4.26 0.80  0.07
H6 -0.43 3.71 -0.60  0.03
H7 1.33 3.44 -0.58  0.03
H8 -0.74 3.26 2.61  0.06
H9 -1.21 1.55 2.87  0.04
H10 -2.07 2.55 1.65  0.03
H11 1.36 2.77 2.77  0.06
H12 2.54 2.25 1.51  0.04
H13 1.74 1.03 2.57  0.03
H14 -4.35 -0.56 -2.06  0.08
H15 -3.10 -1.85 -2.13  0.06
H16 -2.86 -0.37 -3.06  0.05
H17 -4.36 -0.12 0.71  0.08
H18 -2.86 -0.24 1.67  0.04
H19 -3.42 -1.65 0.77  0.07
H20 -4.00 1.78 -0.77  0.09
H21 -2.57 2.15 -1.80  0.04
H22 -2.47 2.36 -0.05  0.01
H23 3.88 -1.83 -2.23  0.08
H24 2.58 -1.14 -3.26  0.06
H25 2.28 -2.63 -2.37  0.06
H26 3.93 -1.93 0.19  0.07
H27 2.41 -2.03 1.13  0.04
H28 3.40 -0.56 1.19  0.06
H29 4.08 0.72 -1.41  0.09
H30 2.99 1.52 -0.21  0.02
H31 2.56 1.51 -1.93  0.01
C12 0.13 0.85 -4.08  -0.50
C13 -0.31 -0.41 -4.51  -0.10
C14 0.01 -0.90 -5.76  0.01
C15 0.68 -0.04 -6.66  0.08
C16 1.03 1.28 -6.31  0.02
C17 0.74 1.74 -5.02  -0.04
Se1 -0.01 1.27 -2.26  1.08
H32 -0.29 -2.01 -2.25  -0.05
H33 -0.85 -1.05 -3.83  0.04
H34 -0.27 -1.94 -6.00  0.11
H35 0.90 -0.46 -7.64  0.15
H36 1.52 1.99 -6.99  0.15
H37 0.99 2.75 -4.69  0.14
C18 0.21 -1.14 4.41  -0.06
C19 -0.33 -2.12 3.35  -0.16
C20 -0.18 -1.73 1.98  -0.04
N1 -0.20 -1.67 0.81  0.15
H38 1.29 -0.97 4.31  0.09
H39 0.02 -1.61 5.38  0.10
H40 -0.30 -0.17 4.42  0.08
H41 0.18 -3.07 3.48  0.16
H42 -1.41 -2.27 3.53  0.15

[6]
A cluster of 2 separate species, C2H7NS in total in a non-equilibrium geometry. Source: the OMol25 dataset; level of theory: ωB97M-V/def2-TZVPD.

Output
orbital gap: 9.04 eV
electronic energy: -14510.9965 eV
E_HOMO: -8.262 eV

Last column: Löwdin charge in e.
Atoms and positions in Å:
C1 -0.30 2.15 -0.36  -0.04
C2 -1.07 1.24 0.25  -0.31
N1 -0.77 -0.10 0.47  0.02
H1 0.49 1.73 -0.97  0.04
H2 -0.07 3.10 0.10  0.04
H3 -1.64 1.67 1.07  0.09
H4 0.13 -0.48 0.71  0.03
H5 -1.45 -0.42 1.14  0.07
S1 1.78 -2.35 -0.73  0.48
H6 1.36 -3.12 -1.74  -0.22
H7 1.53 -3.42 0.05  -0.21

Q: Among the records above, which one has the highest electronic energy?
A: C5H8N2

Q: electronic energy of number 4 (C4H6N2S2)?
A: -28889.1649 eV

Q: What is the electronic energy in the sixth record?
A: -14510.9965 eV